# C66H133N19O10

19 unconnected molecules or ions with the total composition C66H133N19O10 (the ωB97M-V functional and the def2-TZVPD basis, OMol25).

Calculated values
Total charge = 0
Lowest unoccupied orbital energy = 0.0043 Eh
Frontier orbital gap = 0.3355 Ha
E_tot = -4387.2007 Ha

Last columns: bonded neighbours and bond lengths (Å).
Cartesian coordinates (Å):
1 C -22.68659 7.67813 21.16005  C2 1.526, H6 1.098, H7 1.102, H8 1.076
2 C -21.89488 7.64999 19.85628  C1 1.526, C3 1.516, H9 1.096, H10 1.104
3 C -20.63974 6.80199 19.92054  C2 1.516, C4 1.502, H11 1.099, H12 1.077
4 C -19.55703 7.27341 20.84814  C3 1.502, N5 1.127
5 N -18.77340 7.77155 21.48633  C4 1.127
6 H -23.45072 8.43748 20.95012  C1 1.098
7 H -22.07606 8.05320 21.99696  C1 1.102
8 H -23.17448 6.73751 21.34901  C1 1.076
9 H -21.47162 8.62143 19.57601  C2 1.096
10 H -22.49809 7.41928 18.96057  C2 1.104
11 H -20.20651 6.89083 18.91491  C3 1.099
12 H -20.97940 5.80848 20.15817  C3 1.077
13 C -13.37990 18.06740 18.66073  C14 1.503, H18 1.104, H19 1.075, H20 1.106
14 C -13.93394 19.10376 19.59768  C13 1.503, C15 1.498, H21 1.145, H22 1.138
15 C -13.99587 20.47378 18.99448  C14 1.498, C16 1.460, H23 1.190, H24 1.110
16 C -15.14536 20.41076 18.09592  C15 1.460, N17 1.147
17 N -15.98509 20.24723 17.33263  C16 1.147
18 H -12.50199 18.48354 18.13539  C13 1.104
19 H -14.10137 17.88190 17.88537  C13 1.075
20 H -13.16306 17.08895 19.12881  C13 1.106
21 H -13.37132 19.16351 20.59330  C14 1.145
22 H -14.96180 18.75147 19.93501  C14 1.138
23 H -13.03697 20.86692 18.40881  C15 1.190
24 H -14.28370 21.29705 19.68051  C15 1.110
25 C -10.37755 8.12588 18.62253  C26 1.464, H30 1.076, H31 1.128, H32 1.070
26 C -11.61425 8.19669 17.84221  C25 1.464, C27 1.550, H33 1.116, H34 1.078
27 C -12.70491 9.08951 18.48677  C26 1.550, C28 1.479, H35 1.061, H36 1.105
28 C -13.37502 8.46212 19.64609  C27 1.479, N29 1.153
29 N -13.75533 7.70645 20.42896  C28 1.153
30 H -9.98497 9.12686 18.64860  C25 1.076
31 H -9.54592 7.51201 18.17052  C25 1.128
32 H -10.42680 7.73951 19.61898  C25 1.070
33 H -12.12806 7.24716 17.56090  C26 1.116
34 H -11.41188 8.61981 16.87204  C26 1.078
35 H -13.47064 9.20231 17.76095  C27 1.061
36 H -12.32420 10.09260 18.75177  C27 1.105
37 C -16.44527 3.15087 24.39085  C38 1.543, H42 1.084, H43 1.108, H44 1.056
38 C -17.55963 3.99493 23.73879  C37 1.543, C39 1.573, H45 1.094, H46 1.073
39 C -17.40026 5.55725 23.64248  C38 1.573, C40 1.458, H47 1.110, H48 1.079
40 C -18.01161 6.17359 24.81338  C39 1.458, N41 1.150
41 N -18.48005 6.51742 25.80564  C40 1.150
42 H -16.81954 2.13848 24.28895  C37 1.084
43 H -16.48307 3.34586 25.48046  C37 1.108
44 H -15.50728 3.21388 23.91046  C37 1.056
45 H -18.50178 3.77220 24.24794  C38 1.094
46 H -17.78714 3.77817 22.71310  C38 1.073
47 H -17.93307 5.98570 22.76817  C39 1.110
48 H -16.37501 5.87916 23.54655  C39 1.079
49 C -13.10630 10.34862 13.50430  C50 1.479, H54 1.178, H55 1.070, H56 1.107
50 C -14.06472 10.80375 14.53462  C49 1.479, C51 1.617, H57 1.075, H58 1.094
51 C -14.10795 12.37158 14.92647  C50 1.617, C52 1.486, H59 1.083, H60 1.131
52 C -14.49842 13.31437 13.84591  C51 1.486, N53 1.158
53 N -14.82873 14.13154 13.09518  C52 1.158
54 H -13.16154 9.17551 13.41448  C49 1.178
55 H -12.13920 10.56870 13.90519  C49 1.070
56 H -13.29194 10.81559 12.51830  C49 1.107
57 H -13.96854 10.31954 15.49002  C50 1.075
58 H -15.08603 10.48908 14.30209  C50 1.094
59 H -13.17691 12.83176 15.23490  C51 1.083
60 H -14.91329 12.63596 15.67497  C51 1.131
61 C -10.52151 15.63268 15.37921  C62 1.549, H66 1.086, H67 1.101, H68 1.077
62 C -12.03406 15.61315 15.71123  C61 1.549, C63 1.557, H69 1.067, H70 1.077
63 C -12.35472 15.12559 17.15482  C62 1.557, C64 1.512, H71 1.100, H72 1.053
64 C -11.92320 13.71625 17.49071  C63 1.512, N65 1.165
65 N -11.59190 12.60294 17.58610  C64 1.165
66 H -9.99827 16.47956 15.81281  C61 1.086
67 H -10.52676 15.82932 14.29564  C61 1.101
68 H -10.04660 14.68995 15.59474  C61 1.077
69 H -12.56501 14.98180 15.03373  C62 1.067
70 H -12.54488 16.55735 15.62229  C62 1.077
71 H -13.41861 15.19761 17.42402  C63 1.100
72 H -11.79275 15.61522 17.89919  C63 1.053
73 C -15.98068 15.91183 22.63560  C74 1.552, H78 1.126, H79 1.056, H80 1.066
74 C -16.89025 14.76364 22.12285  C73 1.552, C75 1.539, H81 1.048, H82 1.031
75 C -18.07028 14.49686 23.07334  C74 1.539, C76 1.500, H83 1.055, H84 1.102
76 C -19.43981 14.77364 22.52854  C75 1.500, N77 1.151
77 N -20.45111 15.07139 22.06659  C76 1.151
78 H -16.51783 16.89926 22.56880  C73 1.126
79 H -15.06650 15.84762 22.11051  C73 1.056
80 H -15.83007 15.70360 23.67021  C73 1.066
81 H -16.37168 13.86210 21.99034  C74 1.048
82 H -17.24359 15.01859 21.18870  C74 1.031
83 H -18.02633 14.99721 24.00129  C75 1.055
84 H -18.07137 13.41568 23.28676  C75 1.102
85 C -18.64655 14.50964 14.83483  C86 1.495, H90 1.097, H91 1.077, H92 1.076
86 C -18.45912 15.98842 14.71732  C85 1.495, C87 1.570, H93 1.114, H94 1.097
87 C -17.01274 16.49996 14.38221  C86 1.570, C88 1.475, H95 1.065, H96 1.048
88 C -15.97529 16.28450 15.40833  C87 1.475, N89 1.156
89 N -15.30820 16.16552 16.34516  C88 1.156
90 H -17.98166 13.93980 15.49638  C85 1.097
91 H -18.51179 14.01608 13.88660  C85 1.077
92 H -19.62992 14.26370 15.19696  C85 1.076
93 H -18.78826 16.50495 15.64828  C86 1.114
94 H -19.14817 16.44626 13.99767  C86 1.097
95 H -16.94594 17.52164 14.08809  C87 1.065
96 H -16.79345 15.95751 13.51311  C87 1.048
97 C -16.22683 7.18611 16.53756  C98 1.553, H102 1.121, H103 1.094, H104 1.113
98 C -16.70441 6.88118 17.98374  C97 1.553, C99 1.561, H105 1.079, H106 1.049
99 C -16.44480 5.38539 18.34745  C98 1.561, C100 1.476, H107 1.057, H108 1.061
100 C -17.15864 5.03129 19.58994  C99 1.476, N101 1.150
101 N -17.88627 4.83912 20.45945  C100 1.150
102 H -16.95926 6.94657 15.72392  C97 1.121
103 H -15.33606 6.62476 16.24203  C97 1.094
104 H -15.82195 8.22135 16.48146  C97 1.113
105 H -17.77583 6.99433 18.04377  C98 1.079
106 H -16.08305 7.54063 18.51193  C98 1.049
107 H -15.39325 5.30750 18.42776  C99 1.057
108 H -16.81354 4.71233 17.61458  C99 1.061
109 C -18.96417 9.24413 16.75940  O110 1.227, N111 1.313, H114 1.129
110 O -19.81635 8.95618 17.59408  C109 1.227
111 N -18.40292 10.41971 16.59719  C109 1.313, C112 1.451, C113 1.429
112 C -17.54357 10.73285 15.47066  N111 1.451, H115 1.122, H116 1.140, H117 1.076
113 C -18.88220 11.56069 17.31082  N111 1.429, H118 1.139, H119 1.118, H120 1.049
114 H -18.60133 8.39997 16.10299  C109 1.129
115 H -16.59727 11.16819 15.88774  C112 1.122
116 H -17.94846 11.55178 14.78861  C112 1.140
117 H -17.26836 9.88424 14.86877  C112 1.076
118 H -18.02518 12.22492 17.66110  C113 1.139
119 H -19.48191 12.28452 16.70636  C113 1.118
120 H -19.44225 11.28480 18.15418  C113 1.049
121 C -11.56739 10.00339 21.85277  O122 1.228, N123 1.349, H126 1.103
122 O -12.30011 10.96357 21.63380  C121 1.228
123 N -11.72428 9.04549 22.78982  C121 1.349, C124 1.458, C125 1.451
124 C -11.00531 7.79953 22.55200  N123 1.458, H127 1.076, H128 1.083, H129 1.051
125 C -12.86807 9.05103 23.68327  N123 1.451, H130 1.086, H131 1.093, H132 1.114
126 H -10.61481 9.82727 21.32636  C121 1.103
127 H -10.05471 8.14226 22.18337  C124 1.076
128 H -11.51935 7.17439 21.83211  C124 1.083
129 H -10.87747 7.28836 23.46090  C124 1.051
130 H -12.57834 8.80161 24.69970  C125 1.086
131 H -13.42378 9.99130 23.71738  C125 1.093
132 H -13.61335 8.31112 23.31155  C125 1.114
133 C -15.76268 4.64349 14.55216  O134 1.208, N135 1.370, H138 1.121
134 O -16.13529 3.78134 15.31157  C133 1.208
135 N -14.65853 4.72015 13.74482  C133 1.370, C136 1.432, C137 1.426
136 C -13.79415 3.57939 13.70824  N135 1.432, H139 1.097, H140 1.133, H141 1.060
137 C -14.38017 5.75457 12.80337  N135 1.426, H142 1.059, H143 1.107, H144 1.057
138 H -16.42202 5.53422 14.38115  C133 1.121
139 H -12.74122 3.82632 13.89305  C136 1.097
140 H -13.85968 3.12353 12.67357  C136 1.133
141 H -14.08111 2.76073 14.31786  C136 1.060
142 H -13.41071 6.14653 12.97229  C137 1.059
143 H -14.25443 5.22515 11.83939  C137 1.107
144 H -15.12146 6.50356 12.88825  C137 1.057
145 C -9.65850 12.06414 24.41934  O146 1.235, N147 1.343, H150 1.138
146 O -8.85294 11.34834 25.02308  C145 1.235
147 N -10.97875 12.15299 24.64773  C145 1.343, C148 1.465, C149 1.427
148 C -11.79108 13.24262 24.09957  N147 1.465, H151 1.072, H152 1.107, H153 1.110
149 C -11.63811 11.43131 25.68788  N147 1.427, H154 1.060, H155 1.052, H156 1.076
150 H -9.35377 12.72451 23.54455  C145 1.138
151 H -11.37128 13.77824 23.27118  C148 1.072
152 H -12.01312 13.92738 24.93996  C148 1.107
153 H -12.74128 12.72989 23.84363  C148 1.110
154 H -10.87247 10.82929 26.10679  C149 1.060
155 H -11.88384 12.08281 26.47621  C149 1.052
156 H -12.54660 10.97861 25.32987  C149 1.076
157 C -19.21410 14.81037 19.40766  O158 1.221, N159 1.366, H162 1.100
158 O -19.38941 13.60510 19.49665  C157 1.221
159 N -18.06272 15.44730 19.04121  C157 1.366, C160 1.427, C161 1.472
160 C -17.91029 16.86541 19.09660  N159 1.427, H163 1.101, H164 1.057, H165 1.092
161 C -16.82790 14.69516 18.76583  N159 1.472, H166 1.126, H167 1.126, H168 1.077
162 H -20.11912 15.41268 19.57331  C157 1.100
163 H -17.11509 17.15003 19.80225  C160 1.101
164 H -18.85622 17.30085 19.27625  C160 1.057
165 H -17.62549 17.30911 18.14010  C160 1.092
166 H -15.93274 15.15307 19.27370  C161 1.126
167 H -17.09849 13.63251 19.02301  C161 1.126
168 H -16.61298 14.60674 17.71424  C161 1.077
169 C -16.11404 10.83141 26.39393  O170 1.251, N171 1.308, H174 1.089
170 O -15.05512 11.04989 25.76507  C169 1.251
171 N -16.39901 9.73390 27.04589  C169 1.308, C172 1.411, C173 1.460
172 C -17.59809 9.58311 27.77321  N171 1.411, H175 1.065, H176 1.156, H177 1.050
173 C -15.51026 8.57897 26.96490  N171 1.460, H178 1.117, H179 1.085, H180 1.084
174 H -16.78123 11.69155 26.39430  C169 1.089
175 H -18.24410 8.83536 27.37718  C172 1.065
176 H -18.24455 10.53835 27.70090  C172 1.156
177 H -17.30965 9.37966 28.76207  C172 1.050
178 H -14.55579 8.90383 26.48431  C173 1.117
179 H -15.32635 8.17956 27.95684  C173 1.085
180 H -15.91416 7.83975 26.28316  C173 1.084
181 C -21.87688 13.59705 17.72553  O182 1.228, N183 1.367, H186 1.104
182 O -21.56244 14.10000 16.65048  C181 1.228
183 N -22.55889 12.42438 17.89057  C181 1.367, C184 1.446, C185 1.406
184 C -22.87721 11.95009 19.21930  N183 1.446, H187 1.049, H188 1.090, H189 1.077
185 C -23.14568 11.79935 16.77574  N183 1.406, H190 1.049, H191 1.109, H192 1.091
186 H -21.66808 14.06921 18.70167  C181 1.104
187 H -22.57429 12.66921 19.91994  C184 1.049
188 H -22.45353 10.96024 19.39003  C184 1.090
189 H -23.92744 11.82206 19.41831  C184 1.077
190 H -24.05631 12.21662 16.46269  C185 1.049
191 H -22.47021 11.95975 15.91119  C185 1.109
192 H -23.21968 10.72888 16.97545  C185 1.091
193 C -11.84248 13.95324 20.54480  O194 1.234, N195 1.310, H198 1.037
194 O -12.57047 14.94909 20.52281  C193 1.234
195 N -10.53413 14.01512 20.52170  C193 1.310, C196 1.475, C197 1.452
196 C -9.78635 12.74428 20.56167  N195 1.475, H199 1.086, H200 1.119, H201 1.105
197 C -9.82133 15.27514 20.63030  N195 1.452, H202 1.100, H203 1.081, H204 1.116
198 H -12.25310 13.00364 20.47833  C193 1.037
199 H -9.34853 12.58924 19.58033  C196 1.086
200 H -10.41299 11.84237 20.77732  C196 1.119
201 H -8.97634 12.82610 21.30872  C196 1.105
202 H -9.19814 15.39218 19.73190  C197 1.100
203 H -10.54910 16.07005 20.55116  C197 1.081
204 H -9.27145 15.40939 21.59210  C197 1.116
205 C -19.72199 12.11682 24.98311  O206 1.246, N207 1.355, H210 1.091
206 O -18.68937 12.52921 25.54496  C205 1.246
207 N -19.75476 11.10619 24.08142  C205 1.355, C208 1.468, C209 1.495
208 C -21.00333 10.89382 23.33893  N207 1.468, H211 1.142, H212 1.106, H213 1.092
209 C -18.52652 10.35186 23.68309  N207 1.495, H214 1.119, H215 1.108, H216 1.104
210 H -20.68180 12.61814 25.11705  C205 1.091
211 H -21.82758 10.51764 24.03329  C208 1.142
212 H -20.94099 10.18676 22.49032  C208 1.106
213 H -21.38482 11.79748 22.85790  C208 1.092
214 H -18.58356 9.29872 24.05838  C209 1.119
215 H -18.36702 10.33391 22.58640  C209 1.108
216 H -17.56388 10.74564 24.05294  C209 1.104
217 C -15.02658 11.39445 19.07881  O218 1.239, N219 1.326, H222 1.080
218 O -15.29978 11.35192 17.87094  C217 1.239
219 N -15.69554 11.04651 20.16948  C217 1.326, C220 1.449, C221 1.459
220 C -15.22412 11.34454 21.50668  N219 1.449, H223 1.133, H224 1.065, H225 1.137
221 C -16.89067 10.21204 20.10065  N219 1.459, H226 1.075, H227 1.120, H228 1.067
222 H -14.07678 11.81879 19.36850  C217 1.080
223 H -14.36228 12.07969 21.50966  C220 1.133
224 H -14.91098 10.48147 22.04579  C220 1.065
225 H -16.10836 11.83759 22.02388  C220 1.137
226 H -16.77201 9.32953 20.70212  C221 1.075
227 H -17.76778 10.76714 20.52100  C221 1.120
228 H -17.20216 9.96610 19.11024  C221 1.067